ORCA calculation (ωB97M-V/def2-TZVPD) on C18H21MoN5O5 as an isolated structure.

The geometry in XYZ format:
```
50
Properties=species:S:1:pos:R:3
C -0.7161 3.3513 -0.6372
H 1.9640 -1.9572 1.8175
H -0.1236 0.4771 -3.7003
H 1.9589 1.8024 0.2908
N -1.0818 -1.2185 0.0273
C -0.0804 2.8137 -1.8933
O 0.0973 0.4856 3.1278
H 2.6820 1.6165 -1.8799
H 3.5434 -0.6111 0.8564
H 1.1023 -1.0294 -1.8495
C -1.0681 -1.6385 -1.2814
H 3.2670 -0.0084 -1.6110
H -0.8225 -2.4298 3.1459
C -0.9065 3.8859 2.0699
C 2.6981 0.0106 1.1574
C 0.4704 1.5416 2.0465
O 0.9204 3.1706 -2.4087
C 2.4259 0.6670 -1.4183
C -0.5923 2.6220 1.6097
C -0.6636 -3.9031 -0.6153
N -0.1578 0.4364 -2.6792
C -0.9786 4.6378 -0.2697
H 1.0638 -1.2165 0.6138
O 1.5289 2.1645 2.3162
C -1.1810 4.8739 1.1150
C 1.5642 -0.9648 1.5826
H -0.5149 -4.9455 -0.8592
C -0.8407 -2.9567 -1.6210
H -0.8351 4.1348 3.1206
Mo 0.1169 0.4777 0.2284
H -0.5392 -4.1913 1.5143
C -0.7701 -1.6247 2.4160
H -1.5555 -0.9002 2.6188
H 1.7644 -0.1808 -3.2404
C -0.6861 -3.4825 0.7096
C 1.3063 -0.0434 -2.2602
H -0.9968 5.4677 -0.9615
H -1.6060 6.2469 2.3842
O -1.5285 6.1140 1.4299
O -0.8009 1.6751 -2.3413
N -0.6729 2.3726 0.2828
N 2.3103 0.8850 0.0249
N 0.5213 -0.7960 2.7316
H 0.9443 -1.1684 3.5870
H 3.0047 0.6677 1.9638
H -1.6111 -1.0340 -3.2692
C -1.3234 -0.5922 -2.3176
C -0.8862 -2.1478 1.0125
H -2.1056 0.0845 -1.9817
H -0.8306 -3.2471 -2.6638
```

Its net charge is +2. The value obtained for the LUMO energy (spin up / spin down) is -6.70 / -7.04 eV. The multiplicity is 3. The calculation puts the orbital gap (spin up / spin down) at 6.024 / 5.968 eV. As for the total energy: -1415.73722 hartree. The value obtained for the energy above the lowest of the compared OMol25 structures with the same formula, charge and spin is 277.9 kcal/mol.